{"formula": "CH28LiO17", "method": "ωB97M-V/def2-TZVPD", "total_energy_ev": -36509.896, "homo_energy_ev": -7.5, "e_above_lowest_kj_mol": 0.0, "total_charge": -1, "homo_lumo_gap_ev": 9.9, "symbols": ["Li", "C", "O", "O", "O", "O", "H", "H", "O", "H", "H", "O", "H", "H", "O", "H", "H", "O", "H", "H", "O", "H", "H", "O", "H", "H", "O", "H", "H", "O", "H", "H", "O", "H", "H", "O", "H", "H", "O", "H", "H", "O", "H", "H", "O", "H", "H"], "positions_angstrom": [[-4.2570, 8.2670, -2.2890], [-6.1700, 9.3560, -2.1110], [-5.7160, 8.6290, -1.0380], [-7.0550, 10.2570, -1.9490], [-5.9110, 8.7760, -3.2060], [-5.6820, 9.0640, -5.9520], [-4.9520, 8.5190, -6.2520], [-5.8880, 8.7830, -5.0700], [-4.8040, 11.0570, -0.3060], [-5.3680, 10.3200, -0.5970], [-5.0550, 11.7940, -0.8680], [-7.6010, 6.3900, 1.0190], [-8.4990, 6.5250, 1.2950], [-7.6100, 6.6730, 0.0610], [-7.6700, 10.8710, -4.4100], [-7.4030, 10.4940, -3.5470], [-6.9530, 11.3020, -4.8790], [-5.2750, 12.3180, -2.8530], [-5.8130, 13.0040, -3.2890], [-5.9100, 11.6470, -2.7140], [-8.1540, 12.7720, -1.3500], [-7.7990, 11.8880, -1.5250], [-7.7380, 13.1110, -0.5720], [-7.7710, 7.2290, -1.3480], [-7.0190, 7.8370, -1.2890], [-7.9080, 7.1870, -2.3090], [-3.6250, 9.8450, -3.7890], [-3.3580, 10.7230, -3.5270], [-4.5960, 9.9020, -3.9020], [-2.8940, 9.1140, -0.7950], [-3.3910, 9.7320, -0.2870], [-3.0040, 8.1940, -0.4210], [-7.6640, 10.1370, 0.7520], [-6.8530, 9.8890, 1.2280], [-7.3730, 10.0060, -0.1290], [-5.0730, 6.8850, 0.7650], [-5.2830, 7.7090, 0.3450], [-5.8750, 6.5680, 1.1000], [-7.1110, 6.8820, -4.4420], [-7.7540, 7.3200, -4.9890], [-6.5610, 7.5240, -3.9690], [-9.4810, 9.6840, -2.2730], [-8.5320, 9.6820, -2.1490], [-9.7830, 10.5470, -2.1200], [-5.1640, 5.8100, -1.6340], [-5.8110, 5.1310, -1.5460], [-5.3560, 6.3070, -0.7750]], "nbo_charge": [0.917, 0.967, -0.957, -0.846, -0.875, -0.958, 0.462, 0.485, -0.998, 0.484, 0.491, -1.019, 0.478, 0.504, -0.984, 0.481, 0.462, -0.972, 0.485, 0.480, -0.969, 0.494, 0.467, -0.988, 0.480, 0.507, -0.986, 0.489, 0.497, -0.982, 0.512, 0.479, -0.946, 0.459, 0.474, -0.973, 0.492, 0.502, -0.984, 0.477, 0.486, -0.961, 0.471, 0.463, -1.002, 0.470, 0.485]}

{"formula": "CH2BN", "method": "ωB97M-V/def2-TZVPD", "total_energy_ev": -3230.652, "homo_energy_ev": [-9.8, -9.6], "e_above_lowest_kj_mol": 358.9, "total_charge": 0, "homo_lumo_gap_ev": [7.9, 7.7], "symbols": ["B", "C", "N", "H", "H"], "positions_angstrom": [[-0.5673, 0.0677, -0.5862], [-0.4976, 0.7897, -1.8329], [-0.6820, 1.4675, -2.7718], [-1.5165, -0.4139, -0.0618], [1.2073, 0.5944, 0.7507]], "nbo_charge": [0.578, -0.198, -0.151, -0.075, -0.153]}

{"formula": "CH2Br2O3", "method": "ωB97M-V/def2-TZVPD", "total_energy_ev": -147296.830, "smiles": "O=C(O)O.BrBr", "homo_energy_ev": -10.6, "e_above_lowest_kj_mol": 33.7, "total_charge": 0, "homo_lumo_gap_ev": 8.8, "symbols": ["O", "C", "O", "O", "H", "H", "Br", "Br"], "positions_angstrom": [[-2.5366, -0.6087, -0.2214], [-1.5494, -0.0073, -0.3831], [-0.9979, 0.8670, 0.4873], [-0.8050, 0.0150, -1.4812], [-1.1576, 0.7852, 1.4265], [-0.0936, 0.7063, -1.2294], [3.5820, -1.9160, 1.1945], [3.5580, 0.1586, 0.2069]], "nbo_charge": [-0.581, 0.977, -0.753, -0.662, 0.515, 0.503, 0.008, -0.006]}